{"formula": "C6H14N2O2", "method": "the ωB97M-V functional and the def2-TZVPD basis", "species": ["C", "C", "C", "O", "N", "H", "H", "H", "H", "H", "H", "H", "C", "C", "C", "O", "N", "H", "H", "H", "H", "H", "H", "H"], "xyz": [[-1.712827, 1.350178, -0.378928], [-0.987068, 0.135984, 3.113822], [-1.506399, 0.930516, 1.933588], [-2.122897, 1.933949, 2.060300], [-1.066878, 0.518843, 0.609562], [-1.054597, -0.486224, 0.472033], [-2.774674, 1.441068, -0.165027], [-0.179144, -0.654567, 2.930465], [-1.326553, 2.371088, -0.398109], [-1.387315, 0.985870, -1.294421], [-0.460997, 0.811659, 3.893132], [-1.798238, -0.320189, 3.691699], [0.248181, -0.057691, -2.764681], [2.482219, -1.464636, -0.002841], [0.820901, -0.894928, -1.609836], [0.130247, -1.684448, -0.944876], [2.098503, -0.776395, -1.282902], [-0.589397, 0.524567, -2.429571], [2.754697, -0.220646, -1.714876], [3.048185, -0.666880, 0.534979], [0.916135, 0.632913, -3.316351], [-0.229729, -0.644023, -3.560969], [1.585410, -1.451539, 0.757978], [3.112233, -2.314468, -0.134169]], "atomic_forces_ev_per_a": [[0.121, 0.638, 0.931], [1.979, -0.422, 1.710], [2.592, -2.040, -1.693], [-1.229, 1.584, 0.567], [-0.905, 0.949, 3.128], [0.156, 0.163, -0.342], [-0.226, -0.187, -0.644], [-1.390, 0.954, -0.321], [0.142, 0.031, 0.599], [-0.738, -0.714, -1.410], [-1.018, -0.593, -1.484], [0.002, 0.007, -0.338], [0.286, -0.126, -0.979], [-0.943, 3.821, 1.639], [-1.705, -0.760, -0.366], [-0.400, 0.949, -1.275], [-0.488, -2.269, 2.647], [0.188, 0.132, 0.150], [1.225, 1.454, -1.122], [0.470, -0.688, -0.463], [0.116, -0.416, 0.711], [0.400, -0.530, 0.411], [1.565, -1.058, -2.100], [-0.201, -0.879, 0.047]], "smiles": "CNC(C)=O.CNC(C)=O", "relative_energy_kj_mol": 201.0, "e_homo_ev": -9.428, "orbital_gap_ev": 10.2}